DFT (the ωB97M-V functional and the def2-TZVPD basis) results for a cluster of 2 separate species, C14H32ClN4O10P2S in total in a non-equilibrium geometry.

Cartesian coordinates (Å):
Cl (1.75, -3.53, -3.36)
S (4.59, 4.42, -3.14)
P (-0.79, -1.79, -2.78)
P (1.51, 1.13, -1.02)
O (-5.14, -2.35, 2.91)
O (-1.93, -0.77, -2.28)
O (4.20, 3.26, -2.38)
O (-1.49, -3.38, -2.69)
O (-5.53, -3.10, 0.55)
O (3.24, 5.23, -3.57)
O (5.18, 5.54, -2.11)
O (-0.52, -1.41, -4.46)
O (5.46, 4.35, -4.30)
O (0.37, 2.07, -1.99)
N (-0.79, -2.02, 0.41)
N (0.65, -1.55, -1.73)
N (0.43, 0.17, 0.08)
N (2.55, 2.26, -0.09)
C (-5.94, -2.41, 1.65)
C (0.33, -0.05, 2.73)
C (-2.29, -0.27, 3.61)
C (-0.73, 0.09, 3.97)
C (-7.39, -1.61, 1.46)
C (-3.74, -2.28, 2.45)
C (4.42, 6.73, -2.21)
C (-0.07, 0.78, 1.37)
C (3.53, -3.67, -0.21)
C (-2.65, -1.87, 3.61)
C (2.98, -2.39, -1.11)
C (3.02, 6.29, -2.64)
C (1.48, -2.81, -1.63)
C (0.10, -1.10, -0.39)
H (1.35, 0.42, 3.12)
H (-2.95, 0.22, 4.48)
H (-0.40, -0.51, 4.95)
H (-3.35, -3.30, 1.97)
H (0.98, -3.68, -1.02)
H (-1.21, 1.00, 1.24)
H (-1.64, -2.46, 3.44)
H (-3.14, -2.12, 4.67)
H (4.88, 7.37, -2.97)
H (-2.69, 0.19, 2.61)
H (2.95, -1.38, -0.51)
H (4.41, 7.26, -1.26)
H (3.12, 2.76, -0.84)
H (2.46, 5.89, -1.79)
H (2.45, 7.10, -3.11)
H (-7.88, -1.38, 2.51)
H (0.37, -0.98, -4.62)
H (-7.29, -0.64, 0.78)
H (-3.71, -1.45, 1.60)
H (0.46, 1.84, 1.47)
H (4.64, -3.88, -0.52)
H (-8.07, -2.35, 0.82)
H (3.66, -2.23, -2.07)
H (2.89, -4.61, -0.56)
H (-1.08, -2.87, -0.12)
H (-0.72, 1.24, 4.31)
H (1.93, 3.03, 0.30)
H (3.35, -3.49, 0.93)
H (-0.56, 1.69, -1.79)
H (-1.59, -1.51, 0.84)
H (-1.02, -3.97, -2.04)
H (0.60, -1.18, 2.49)

Output
HOMO level   -12.16 eV
Gap between HOMO and LUMO   7.7 eV
Charge   +1